{
  "formula": "C32H37BrFILaN4O3S5",
  "method": "ωB97M-V with the def2-TZVPD basis set",
  "homo_ev": -12.9,
  "total_charge": 3,
  "e_lumo_ev": -11.9,
  "spin_multiplicity": 1,
  "orbital_gap_ev": 1.0,
  "elements": ["C", "C", "C", "C", "C", "C", "C", "C", "C", "S", "C", "S", "N", "C", "C", "C", "C", "C", "C", "C", "C", "C", "C", "C", "C", "N", "C", "O", "C", "I", "S", "O", "O", "F", "C", "Br", "C", "C", "C", "S", "C", "S", "N", "C", "C", "N", "C", "H", "H", "H", "H", "H", "H", "H", "H", "H", "H", "H", "H", "H", "H", "H", "H", "H", "H", "H", "H", "H", "H", "H", "H", "H", "H", "H", "H", "H", "H", "H", "H", "H", "H", "H", "H", "H", "La"],
  "positions_angstrom": [[-0.00161, -1.51610, -3.19888], [0.55421, -0.65679, -2.04069], [-0.03882, -1.05206, -0.67623], [0.95580, -0.93584, 0.50717], [0.54679, -2.02656, 1.51539], [1.05827, 0.49949, 1.13311], [0.41937, 1.67766, 0.35311], [-0.86384, 2.28698, 0.92857], [-2.12282, 1.43249, 0.79456], [-3.59042, 2.42749, 1.21101], [-4.93017, 1.33013, 1.08717], [-5.98919, 1.40955, 2.32696], [-5.11276, 0.45275, 0.07713], [-4.70010, 0.88284, -1.25765], [-4.94344, 2.15698, -1.76382], [-4.52798, 2.47833, -3.04890], [-3.90515, 1.52733, -3.84361], [-3.68311, 0.24456, -3.35030], [-4.06926, -0.06516, -2.05544], [-6.50446, 0.04268, 0.04062], [-7.56280, 0.95862, -0.12551], [-8.88321, 0.52337, -0.17395], [-9.14199, -0.83336, -0.07789], [-8.09928, -1.75437, 0.08020], [-6.78641, -1.31957, 0.14453], [0.51648, 0.44338, 2.50807], [1.04518, 1.42987, 3.29049], [0.53212, 1.91805, 4.23825], [2.43496, 1.84115, 2.68831], [2.61372, 3.91879, 2.17244], [3.50730, 1.66016, 4.20607], [3.11013, 0.53237, 4.97452], [3.43949, 2.90435, 4.88392], [4.97653, 1.52203, 3.68598], [2.54312, 0.83601, 1.50962], [3.55278, -0.74034, 2.22040], [3.35286, 1.20804, 0.26288], [4.87766, 1.41385, 0.42987], [5.75181, 0.32751, -0.22779], [6.90676, -0.38030, 1.02645], [6.75780, -2.07235, 0.86356], [6.43168, -3.04661, 2.19459], [6.89158, -2.66966, -0.39253], [8.08370, -3.07686, -0.97325], [7.73643, -3.56522, -2.19447], [6.38395, -3.47141, -2.38903], [5.89932, -2.93895, -1.30930], [-0.84912, -0.98245, -3.62923], [-0.37348, -2.47304, -2.84528], [0.72281, -1.61969, -3.99910], [1.62595, -0.84794, -1.99701], [0.36554, 0.38060, -2.30664], [-0.99371, -0.56952, -0.47300], [-0.25238, -2.11605, -0.75800], [1.89998, -1.26938, 0.08376], [1.16264, -2.05079, 2.40511], [-0.49549, -1.90893, 1.80555], [0.64837, -2.97936, 1.00139], [1.11660, 2.50652, 0.30296], [0.22041, 1.43271, -0.68565], [-0.76811, 2.61596, 1.96329], [-1.05467, 3.19276, 0.35140], [-2.13908, 0.51842, 1.38812], [-2.21773, 1.11622, -0.24347], [-5.43770, 2.87678, -1.12916], [-4.71721, 3.47922, -3.40314], [-3.60087, 1.76363, -4.85150], [-3.22204, -0.50036, -3.97902], [-3.89910, -1.06743, -1.68726], [-7.32607, 2.00827, -0.20706], [-9.64861, 1.27338, -0.28780], [-10.15611, -1.19887, -0.14076], [-8.29867, -2.81199, 0.13909], [-5.97462, -2.02249, 0.24682], [-0.47664, 0.30803, 2.60670], [3.20268, 0.38152, -0.43134], [2.97606, 2.09102, -0.24436], [5.19347, 1.59161, 1.45284], [5.12168, 2.32446, -0.11249], [6.38339, 0.76074, -0.99614], [5.17262, -0.45846, -0.69793], [9.05837, -2.98591, -0.53473], [8.42390, -3.96293, -2.91814], [4.85540, -2.73649, -1.14598], [8.32858, -4.22507, 3.70143]],
  "mulliken_charge": [-1.287, 0.011, -1.234, 0.518, -1.815, 2.930, -0.411, -2.249, 0.158, -0.120, 0.666, 0.038, 0.635, -0.066, -0.092, -0.965, -0.662, -0.644, -0.105, -0.370, 0.505, -0.915, -0.429, -0.660, -0.285, -0.111, -0.459, -0.562, 0.209, 0.274, 1.305, -0.533, -0.612, -0.206, -0.488, 0.088, -0.556, -1.435, -0.328, -0.017, 0.129, -0.339, 0.218, -0.225, -0.516, -0.525, -0.111, 0.184, 0.349, 0.391, -0.021, 0.362, -0.047, 0.813, -0.364, 0.304, 0.393, 0.533, 0.351, -0.349, 0.601, 0.902, 0.298, 0.018, 0.399, 0.466, 0.472, 0.626, 0.368, 0.326, 0.447, 0.447, 0.452, 0.452, 0.358, 0.158, 0.497, 0.540, 0.440, 0.574, 0.062, 0.436, 0.415, 0.501, 1.491]
}